{"formula": "C17H25F9N3O9PS", "method": "the ωB97M-V functional and the def2-TZVPD basis", "energy_ha": -3142.315705, "multiplicity": 1, "lumo_energy_ev": -2.1, "largest_force_ev_per_a": 4.3, "symbols": ["C", "C", "O", "C", "C", "O", "C", "N", "C", "S", "O", "O", "C", "F", "F", "C", "F", "F", "C", "F", "F", "C", "F", "F", "F", "C", "C", "C", "O", "N", "P", "O", "O", "O", "C", "N", "H", "H", "H", "H", "H", "H", "H", "H", "H", "H", "H", "H", "H", "H", "H", "H", "H", "H", "C", "C", "C", "O", "H", "H", "H", "H", "H", "H", "H"], "xyz": [[0.26, -3.90, 3.96], [-0.99, -3.02, 4.27], [-0.55, -1.74, 4.75], [0.04, -0.97, 3.73], [1.54, -0.65, 4.03], [1.91, 0.43, 3.14], [2.97, 0.12, 2.30], [2.56, -0.49, 1.01], [1.86, 0.07, -0.09], [1.30, 1.78, -0.15], [2.24, 2.51, -0.96], [1.31, 2.27, 1.21], [-0.45, 1.95, -0.74], [-1.16, 1.06, 0.01], [-0.62, 1.60, -2.01], [-1.10, 3.38, -0.45], [-1.49, 3.43, 0.84], [-2.23, 3.42, -1.21], [-0.24, 4.60, -0.89], [0.28, 4.38, -2.12], [0.75, 4.88, -0.01], [-1.11, 5.94, -1.00], [-1.53, 6.13, -2.25], [-2.10, 5.99, -0.10], [-0.27, 6.97, -0.70], [1.79, -0.96, -1.02], [1.14, -0.93, -2.40], [-0.22, -1.73, -2.35], [-1.27, -1.20, -2.62], [2.43, -2.10, -0.51], [2.73, -3.68, -1.19], [2.56, -4.77, -0.24], [4.30, -3.64, -1.68], [1.83, -3.95, -2.51], [2.88, -1.76, 0.75], [3.57, -2.70, 1.53], [-0.04, -4.96, 3.85], [0.76, -3.58, 3.02], [0.98, -3.76, 4.79], [-1.67, -2.90, 3.40], [-1.54, -3.49, 5.10], [0.01, -1.45, 2.72], [-0.47, 0.01, 3.62], [2.19, -1.54, 3.96], [1.56, -0.23, 5.06], [3.52, 1.06, 2.07], [3.71, -0.53, 2.82], [0.96, 0.08, -2.80], [1.80, -1.47, -3.12], [-0.25, -2.82, -2.12], [4.39, -2.99, -2.41], [2.43, -3.92, -3.29], [4.56, -2.62, 1.28], [3.43, -2.55, 2.52], [-3.63, 0.68, -2.85], [-4.77, 1.13, -3.78], [-5.60, 2.20, -3.05], [-5.56, 0.07, -4.05], [-4.01, 0.24, -1.92], [-3.00, -0.06, -3.34], [-2.99, 1.53, -2.58], [-4.28, 1.66, -4.63], [-6.04, 1.81, -2.12], [-6.42, 2.57, -3.68], [-4.98, 3.07, -2.77]]}

***

{"formula": "C4H5NO4", "method": "the ωB97M-V functional and the def2-TZVPD basis", "de_lowest_ev": 3.7112, "energy_ha": -511.025089, "multiplicity": 1, "smiles": "[H]/N=C1/C(=O)C(O)(O)[C@H]1O", "lumo_energy_ev": -0.1, "largest_force_ev_per_a": 6.1, "symbols": ["C", "C", "C", "C", "N", "O", "O", "O", "O", "H", "H", "H", "H", "H"], "xyz": [[-0.20, 1.74, 0.22], [-0.97, 0.79, 1.11], [0.26, 0.13, -0.58], [-0.24, -0.53, 0.73], [0.19, 2.87, 0.25], [-2.12, 0.88, 1.47], [-0.40, -0.02, -1.78], [-1.13, -1.53, 0.48], [0.83, -0.94, 1.52], [1.34, 0.04, -0.49], [0.75, 3.19, -0.61], [-0.55, -0.90, -2.18], [-1.99, -1.23, 0.63], [0.50, -1.76, 1.76]]}

***

{"formula": "CH5INP", "method": "the ωB97M-V functional and the def2-TZVPD basis", "de_lowest_ev": 2.4475, "energy_ha": -734.838725, "multiplicity": 1, "lumo_energy_ev": [-0.3, -0.3], "largest_force_ev_per_a": 3.4, "symbols": ["C", "N", "P", "I", "H", "H", "H", "H", "H"], "xyz": [[0.25, 0.85, -0.73], [-0.61, -1.33, 1.14], [-1.26, 0.20, 1.37], [0.06, 1.18, 3.21], [0.28, -0.21, -0.92], [1.07, 1.59, -0.41], [-0.32, 1.34, -1.54], [-1.31, -2.02, 1.39], [0.38, -1.55, 1.14]]}

***

{"formula": "C21H41N2O9P2PdSe3Te", "method": "the ωB97M-V functional and the def2-TZVPD basis", "s2": 6.0222, "total_charge": 1, "de_lowest_ev": 0.0000, "energy_ha": -9894.448335, "multiplicity": 5, "lumo_energy_ev": [-3.8, -5.3], "largest_force_ev_per_a": 1.2, "symbols": ["Pd", "Se", "Se", "Te", "Se", "C", "C", "C", "O", "P", "O", "C", "P", "O", "O", "C", "C", "C", "O", "C", "C", "C", "O", "C", "C", "C", "H", "H", "H", "H", "H", "H", "H", "H", "H", "H", "H", "H", "H", "H", "H", "H", "H", "H", "H", "H", "H", "H", "H", "H", "H", "H", "H", "H", "H", "H", "C", "C", "C", "C", "C", "C", "O", "N", "C", "O", "N", "C", "O", "H", "H", "H", "H", "H", "H", "H", "H", "H", "H", "H"], "xyz": [[1.84, 1.01, -0.79], [4.30, 1.03, -0.24], [4.07, 3.25, 0.06], [1.87, 3.78, -1.28], [2.21, 2.40, -3.23], [-4.47, 2.89, -0.74], [-2.96, 2.91, -0.65], [-2.40, 4.17, -0.04], [-2.57, 1.80, 0.23], [-1.42, 0.80, -0.18], [-0.39, 1.43, -1.06], [-0.83, 0.28, 1.44], [0.32, 1.44, 2.22], [1.25, 2.08, 1.24], [1.01, 0.63, 3.37], [2.18, -0.23, 3.13], [1.89, -1.57, 3.77], [3.39, 0.48, 3.71], [-0.54, 2.52, 2.95], [-1.39, 2.22, 4.10], [-2.76, 2.78, 3.80], [-0.74, 2.83, 5.32], [-2.01, -0.44, -0.92], [-3.00, -1.45, -0.56], [-3.99, -0.99, 0.48], [-2.25, -2.71, -0.16], [-4.81, 3.73, -1.34], [-4.91, 2.98, 0.25], [-4.83, 1.97, -1.21], [-2.52, 2.74, -1.63], [-2.84, 4.35, 0.94], [-2.63, 5.03, -0.68], [-1.32, 4.09, 0.07], [-0.32, -0.68, 1.33], [-1.69, 0.16, 2.10], [2.30, -0.35, 2.05], [1.65, -1.44, 4.82], [2.77, -2.21, 3.68], [1.06, -2.06, 3.27], [3.27, 0.61, 4.78], [3.52, 1.46, 3.24], [4.29, -0.11, 3.53], [-1.44, 1.13, 4.22], [-2.72, 3.87, 3.74], [-3.46, 2.50, 4.59], [-3.13, 2.39, 2.85], [-0.64, 3.91, 5.20], [0.25, 2.40, 5.49], [-1.35, 2.64, 6.20], [-3.52, -1.63, -1.50], [-3.53, -0.88, 1.46], [-4.77, -1.74, 0.57], [-4.46, -0.04, 0.21], [-1.76, -2.58, 0.81], [-1.50, -2.96, -0.91], [-2.95, -3.54, -0.08], [-0.22, -2.41, -4.87], [1.25, -2.72, -5.12], [2.12, -2.51, -3.87], [3.60, -2.86, -4.19], [4.58, -2.61, -3.05], [1.66, -3.47, -2.79], [1.53, -4.65, -2.97], [1.38, -2.92, -1.54], [1.54, -1.60, -1.23], [1.35, -1.20, -0.06], [1.88, -0.71, -2.15], [2.09, -1.03, -3.47], [2.27, -0.18, -4.31], [-0.81, -2.61, -5.77], [-0.37, -1.36, -4.61], [-0.64, -3.04, -4.08], [1.64, -2.07, -5.90], [1.38, -3.76, -5.43], [3.88, -2.26, -5.06], [3.62, -3.91, -4.49], [4.62, -1.55, -2.78], [5.58, -2.91, -3.35], [4.32, -3.19, -2.16], [1.13, -3.56, -0.80]]}

***

{"formula": "CHO5S", "method": "the ωB97M-V functional and the def2-TZVPD basis", "total_charge": -1, "de_lowest_ev": 8.1206, "energy_ha": -812.908308, "multiplicity": 1, "lumo_energy_ev": 2.9, "largest_force_ev_per_a": 3.7, "symbols": ["C", "O", "O", "O", "O", "O", "S", "H"], "xyz": [[0.68, -0.05, 0.34], [-1.33, 1.28, -0.57], [-0.93, -0.91, -1.65], [-1.73, -0.80, 0.70], [1.32, 1.05, -0.06], [0.87, 0.94, 1.26], [-1.02, -0.14, -0.40], [2.15, -1.38, 0.38]]}

***

{"formula": "C23H24BeN2", "method": "the ωB97M-V functional and the def2-TZVPD basis", "energy_ha": -1014.875516, "multiplicity": 1, "lumo_energy_ev": [-0.7, -0.7], "largest_force_ev_per_a": 3.7, "symbols": ["C", "C", "H", "H", "H", "H", "H", "H", "C", "C", "C", "C", "H", "H", "H", "H", "N", "C", "C", "N", "C", "C", "C", "H", "H", "C", "H", "H", "Be", "C", "H", "H", "H", "C", "C", "C", "C", "C", "C", "C", "C", "C", "C", "H", "H", "H", "H", "H", "H", "H"], "xyz": [[0.30, -1.80, 1.04], [3.12, -2.89, -0.18], [0.22, -1.51, 2.09], [-0.10, -2.84, 0.94], [-0.58, -1.14, 0.46], [3.29, -3.78, 0.45], [2.77, -3.32, -1.13], [4.10, -2.43, -0.33], [-0.06, 0.94, 3.10], [-0.54, 2.24, 3.34], [-0.21, 3.23, 2.42], [0.58, 2.89, 1.32], [-0.37, 0.14, 3.77], [-1.17, 2.42, 4.20], [-0.56, 4.25, 2.56], [0.82, 3.65, 0.58], [0.73, 0.64, 2.08], [1.02, 1.54, 1.13], [1.75, 1.11, -0.11], [2.03, -0.22, -0.39], [2.50, -0.49, -1.63], [2.66, 1.81, -2.27], [2.86, 0.47, -2.58], [2.66, -1.54, -1.87], [3.30, 0.15, -3.53], [2.11, 2.11, -1.03], [1.98, 3.15, -0.75], [2.94, 2.59, -2.97], [1.90, -1.83, 0.48], [2.92, -1.76, 1.91], [3.25, -0.71, 2.02], [3.82, -2.39, 1.97], [2.29, -2.01, 2.78], [-3.15, 0.96, -3.34], [-1.79, 0.65, -3.16], [-1.35, 0.03, -1.99], [-2.24, -0.31, -0.95], [-1.83, -0.93, 0.24], [-2.74, -1.31, 1.19], [-4.13, -1.13, 0.96], [-4.57, -0.51, -0.19], [-3.66, -0.05, -1.17], [-4.07, 0.61, -2.35], [-3.48, 1.46, -4.25], [-1.06, 0.91, -3.94], [-0.29, -0.24, -1.86], [-2.37, -1.78, 2.10], [-4.84, -1.50, 1.71], [-5.63, -0.34, -0.36], [-5.13, 0.82, -2.49]]}

***

{"formula": "C18H36F4LiN2O26S4", "method": "the ωB97M-V functional and the def2-TZVPD basis", "s2": 0.7588, "de_lowest_ev": 1.4576, "energy_ha": -4772.658356, "multiplicity": 2, "lumo_energy_ev": [-2.3, -4.9], "largest_force_ev_per_a": 11.8, "symbols": ["Li", "N", "S", "O", "O", "F", "S", "O", "O", "F", "N", "S", "O", "O", "F", "S", "O", "O", "F", "C", "O", "C", "O", "O", "C", "H", "H", "H", "H", "H", "H", "C", "O", "C", "O", "O", "C", "H", "H", "H", "H", "H", "H", "C", "O", "C", "O", "O", "C", "H", "H", "H", "H", "H", "H", "C", "O", "C", "O", "O", "C", "H", "H", "H", "H", "H", "H", "C", "O", "C", "O", "O", "C", "H", "H", "H", "H", "H", "H", "C", "O", "C", "O", "O", "C", "H", "H", "H", "H", "H", "H"], "xyz": [[2.50, -2.31, -1.18], [-3.48, 4.52, -0.17], [-4.95, 4.09, -0.62], [-5.85, 3.59, 0.39], [-5.13, 3.90, -2.03], [-5.44, 5.63, -0.48], [-3.17, 2.79, -0.37], [-2.84, 2.25, -1.69], [-3.68, 1.95, 0.70], [-1.67, 2.93, 0.26], [1.37, -0.83, -0.67], [-0.21, -0.18, -0.98], [-0.42, 0.22, -2.35], [-1.00, 0.48, 0.09], [-0.90, -1.63, -0.98], [1.72, 0.45, 0.01], [1.49, 0.65, 1.41], [1.88, 1.64, -0.76], [3.26, 0.04, 0.10], [-1.77, -1.58, 2.65], [-2.24, -1.44, 3.98], [-3.04, -0.40, 4.40], [-3.21, 0.66, 3.78], [-3.59, -0.72, 5.59], [-4.53, 0.04, 6.34], [-2.49, -2.15, 2.06], [-0.85, -2.17, 2.67], [-1.50, -0.60, 2.25], [-4.32, 1.11, 6.40], [-4.47, -0.17, 7.40], [-5.58, -0.08, 6.06], [-0.48, 3.50, -3.51], [0.56, 4.42, -3.34], [0.57, 5.29, -2.37], [-0.16, 5.40, -1.40], [1.68, 6.01, -2.58], [1.98, 7.05, -1.70], [-0.14, 2.60, -4.02], [-1.38, 3.93, -3.94], [-0.76, 3.06, -2.55], [1.87, 6.77, -0.66], [1.54, 8.00, -1.99], [3.06, 7.19, -1.81], [5.96, -4.89, 0.09], [5.02, -4.67, 1.23], [3.90, -3.99, 1.06], [3.27, -3.73, 0.01], [3.50, -3.63, 2.31], [2.51, -2.64, 2.53], [5.42, -5.42, -0.70], [6.78, -5.59, 0.27], [6.35, -3.92, -0.20], [2.58, -1.89, 1.74], [2.68, -2.06, 3.43], [1.49, -3.01, 2.62], [-5.85, -3.87, -4.83], [-4.85, -3.07, -5.45], [-4.12, -2.17, -4.75], [-4.29, -1.81, -3.60], [-3.09, -1.81, -5.53], [-2.15, -0.85, -5.04], [-5.57, -4.21, -3.84], [-6.21, -4.63, -5.53], [-6.65, -3.28, -4.38], [-1.54, -1.31, -4.26], [-2.68, 0.02, -4.65], [-1.51, -0.47, -5.83], [1.86, 1.11, 4.30], [0.80, 0.44, 5.00], [0.18, 1.03, 5.98], [0.13, 2.28, 6.24], [-0.41, 0.09, 6.62], [-1.17, 0.39, 7.74], [2.40, 1.84, 4.91], [1.33, 1.77, 3.61], [2.56, 0.43, 3.80], [-1.39, -0.36, 8.50], [-2.14, 0.82, 7.47], [-0.71, 1.25, 8.23], [2.07, -1.18, -4.12], [3.31, -1.79, -4.53], [4.29, -2.00, -3.55], [4.11, -1.93, -2.37], [5.40, -2.44, -4.11], [6.54, -2.87, -3.27], [1.69, -0.99, -5.12], [2.09, -0.28, -3.51], [1.29, -1.85, -3.75], [6.50, -3.92, -2.99], [6.66, -2.26, -2.37], [7.45, -2.58, -3.80]]}

***

{"formula": "CHClO3S", "method": "the ωB97M-V functional and the def2-TZVPD basis", "de_lowest_ev": 1.3512, "energy_ha": -1122.769225, "multiplicity": 1, "lumo_energy_ev": -1.1, "largest_force_ev_per_a": 3.3, "symbols": ["C", "O", "O", "O", "S", "Cl", "H"], "xyz": [[0.68, 1.13, -1.52], [0.25, 2.07, -2.02], [-0.95, 0.19, -0.41], [-1.99, -0.02, 1.68], [-1.40, -0.73, 0.60], [1.31, -1.81, 0.97], [2.09, -0.84, 0.70]]}

***

{"formula": "C15H18N5SZn", "method": "the ωB97M-V functional and the def2-TZVPD basis", "total_charge": 1, "energy_ha": -3033.544288, "multiplicity": 1, "lumo_energy_ev": -3.5, "largest_force_ev_per_a": 0.6, "symbols": ["Zn", "C", "C", "N", "C", "S", "N", "N", "C", "C", "C", "C", "C", "C", "C", "N", "H", "H", "H", "H", "H", "H", "H", "H", "H", "H", "H", "H", "H", "C", "C", "C", "N", "C", "C", "H", "H", "H", "H", "H"], "xyz": [[0.22, 0.33, 0.30], [0.65, -5.34, 1.14], [1.91, -4.52, 0.84], [1.74, -3.62, -0.30], [1.14, -2.43, -0.27], [0.77, -1.71, 1.28], [0.94, -1.88, -1.46], [0.39, -0.67, -1.46], [-0.08, -0.13, -2.52], [0.02, -0.76, -3.87], [-0.79, 1.15, -2.31], [-1.45, 1.80, -3.35], [-2.14, 2.96, -3.09], [-2.15, 3.48, -1.80], [-1.47, 2.78, -0.82], [-0.82, 1.64, -1.06], [0.83, -5.98, 2.00], [0.39, -5.97, 0.28], [-0.18, -4.68, 1.36], [2.74, -5.19, 0.60], [2.19, -3.94, 1.71], [1.87, -4.00, -1.22], [0.66, -1.63, -3.81], [0.44, -0.06, -4.60], [-0.97, -1.07, -4.23], [-1.42, 1.38, -4.35], [-2.67, 3.47, -3.88], [-2.67, 4.39, -1.56], [-1.44, 3.14, 0.20], [0.02, 3.06, 4.31], [1.21, 3.06, 3.61], [1.30, 2.35, 2.43], [0.27, 1.66, 1.93], [-0.89, 1.66, 2.61], [-1.06, 2.35, 3.80], [-0.08, 3.61, 5.24], [2.08, 3.60, 3.98], [2.22, 2.32, 1.86], [-1.70, 1.08, 2.19], [-2.01, 2.31, 4.31]]}

***

{"formula": "C9H12K", "method": "the ωB97M-V functional and the def2-TZVPD basis", "total_charge": 1, "energy_ha": -949.909286, "multiplicity": 1, "lumo_energy_ev": -3.6, "largest_force_ev_per_a": 0.8, "symbols": ["K", "C", "C", "C", "C", "C", "C", "C", "C", "C", "H", "H", "H", "H", "H", "H", "H", "H", "H", "H", "H", "H"], "xyz": [[-0.21, -0.93, 2.32], [-2.82, 0.74, -0.12], [-1.36, 0.35, -0.04], [-0.41, 1.25, 0.43], [0.96, 0.95, 0.42], [1.98, 1.97, 0.83], [1.35, -0.31, -0.04], [0.42, -1.24, -0.53], [0.87, -2.55, -1.12], [-0.93, -0.90, -0.49], [-3.04, 1.19, -1.09], [-3.08, 1.48, 0.64], [-3.48, -0.12, 0.00], [-0.72, 2.23, 0.79], [2.29, 2.57, -0.03], [2.88, 1.51, 1.23], [1.59, 2.67, 1.57], [2.41, -0.56, -0.06], [1.05, -2.44, -2.19], [0.12, -3.33, -0.99], [1.80, -2.90, -0.67], [-1.67, -1.61, -0.86]]}

***

{"formula": "C6H15NO2", "method": "the ωB97M-V functional and the def2-TZVPD basis", "de_lowest_ev": 1.2905, "energy_ha": -442.833775, "multiplicity": 1, "smiles": "CCC(=O)N(C)CC.O", "lumo_energy_ev": 0.8, "largest_force_ev_per_a": 2.0, "symbols": ["O", "C", "N", "C", "C", "C", "C", "C", "H", "H", "H", "H", "H", "H", "H", "H", "H", "H", "H", "H", "H", "O", "H", "H"], "xyz": [[2.36, 0.87, -1.07], [1.37, 1.42, -1.54], [1.44, 2.19, -2.72], [0.22, 2.73, -3.40], [0.00, 0.00, 0.00], [3.36, 3.49, -3.14], [-0.08, 1.11, -1.08], [2.67, 2.19, -3.50], [0.47, 3.51, -4.14], [-0.51, 3.16, -2.68], [-0.26, 1.88, -3.92], [-0.98, -0.49, 0.15], [0.32, 0.44, 0.96], [0.74, -0.76, -0.30], [2.71, 4.33, -3.46], [4.37, 3.65, -3.55], [3.42, 3.49, -2.04], [-0.69, 0.74, -1.92], [-0.57, 2.02, -0.68], [3.38, 1.36, -3.33], [2.44, 2.22, -4.59], [4.12, 1.15, 1.51], [3.39, 0.71, 2.00], [4.25, 2.00, 1.98]]}

***

{"formula": "C2H3N3O2", "method": "the ωB97M-V functional and the def2-TZVPD basis", "de_lowest_ev": 1.3541, "energy_ha": -392.743782, "multiplicity": 1, "smiles": "Nc1noc(=O)[nH]1", "lumo_energy_ev": 0.5, "largest_force_ev_per_a": 0.8, "symbols": ["N", "C", "N", "O", "C", "O", "N", "H", "H", "H"], "xyz": [[0.40, -1.55, 0.93], [0.43, -0.32, 0.30], [1.37, 0.05, -0.50], [0.80, 1.12, -1.23], [-0.45, 1.38, -0.79], [-1.18, 2.20, -1.27], [-0.68, 0.49, 0.26], [-0.52, -1.94, 0.73], [1.11, -2.15, 0.53], [-1.28, 0.72, 1.04]]}